Density functional theory data (ωB97M-V/def2-TZVPD) for a structure of composition C21H33IIrN2.

Positions of all 58 atoms, in Å:
C: 3.16 -1.75 -6.59
C: 2.05 -2.75 -6.92
H: 3.00 -0.82 -7.14
H: 4.12 -2.16 -6.93
H: 3.23 -1.50 -5.54
H: 1.10 -2.54 -6.44
H: 1.88 -2.74 -8.01
H: 2.34 -3.78 -6.66
Ir: 0.96 -0.86 -2.11
C: 0.71 -2.65 -2.89
H: -0.14 -2.60 -3.60
H: 0.45 -3.35 -2.07
H: 1.60 -3.00 -3.42
I: 2.44 0.43 -3.61
C: 2.60 -1.72 4.73
C: 2.29 -0.35 4.11
C: 1.16 0.26 4.95
C: 3.51 0.55 4.27
C: 1.91 -0.51 2.62
C: 2.81 -1.11 1.72
C: 2.51 -1.24 0.37
N: 1.33 -0.79 -0.14
C: 0.43 -0.22 0.71
C: 0.70 -0.06 2.10
C: -0.71 0.26 0.04
C: -1.77 0.99 0.61
C: -2.83 1.40 -0.18
C: -2.81 0.99 -1.53
C: -1.75 0.30 -2.07
N: -0.67 -0.03 -1.30
C: -3.98 2.28 0.34
C: -4.13 3.51 -0.56
C: -5.30 1.50 0.32
C: -3.73 2.77 1.77
H: 2.85 -1.60 5.79
H: 3.45 -2.21 4.24
H: 1.73 -2.38 4.66
H: 1.48 0.32 5.99
H: 0.91 1.27 4.61
H: 0.26 -0.36 4.92
H: 4.40 0.16 3.76
H: 3.31 1.56 3.89
H: 3.75 0.65 5.34
H: 3.77 -1.46 2.07
H: 3.18 -1.67 -0.37
H: -0.07 0.46 2.68
H: -1.67 1.23 1.68
H: -3.66 1.24 -2.18
H: -1.68 -0.02 -3.10
H: -4.39 3.24 -1.58
H: -4.92 4.16 -0.16
H: -3.19 4.09 -0.57
H: -5.24 0.61 0.97
H: -6.11 2.14 0.69
H: -5.56 1.17 -0.69
H: -3.71 1.94 2.49
H: -2.80 3.34 1.84
H: -4.55 3.44 2.07

The energy above the lowest of the compared OMol25 structures with the same formula, charge and spin is 0.000 eV. The spin multiplicity is 6. The calculation puts the lowest unoccupied orbital energy (alpha / beta) at -7.17 / -10.85 eV. As for the expectation value of S²: 8.765. The frontier orbital gap (alpha / beta) comes out at 7.3414 / 4.8663 eV. As for the maximum force: 3.42 eV Å⁻¹. The total energy comes out at -1330.801657 a.u. The molecular weight is 632.630 g/mol. As for the total charge: +2.


Density functional theory data (ωB97M-V/def2-TZVPD) for the molecule C21H33N3O2S.

Positions of all 60 atoms, in Å:
O: 2.56 0.85 2.05
C: 3.16 1.06 1.02
N: 4.35 0.47 0.73
C: 4.95 -0.54 1.57
C: 4.92 -1.92 0.89
C: 3.50 -2.46 0.69
C: 3.62 -3.21 -0.64
C: 4.63 -2.35 -1.38
O: 5.52 -1.84 -0.40
C: 2.70 2.02 -0.08
C: 1.57 2.93 0.39
C: 0.26 2.16 0.56
N: -0.11 1.51 -0.69
C: -1.47 1.03 -0.78
C: -1.95 0.12 0.38
C: -2.89 0.87 1.33
N: -4.08 1.40 0.67
C: -5.32 0.69 0.93
C: -5.35 -0.72 0.42
C: -5.74 -1.16 -0.82
C: -5.56 -2.55 -1.00
C: -5.05 -3.16 0.10
S: -4.76 -2.04 1.38
C: -3.88 1.70 -0.74
C: -2.45 2.19 -0.97
C: 0.90 0.53 -1.03
C: 2.22 1.24 -1.31
H: 4.79 0.62 -0.16
H: 4.38 -0.57 2.50
H: 5.99 -0.27 1.78
H: 5.52 -2.61 1.50
H: 2.80 -1.63 0.59
H: 3.18 -3.09 1.51
H: 4.02 -4.21 -0.47
H: 2.67 -3.29 -1.17
H: 4.13 -1.52 -1.90
H: 5.23 -2.90 -2.11
H: 3.56 2.63 -0.36
H: 1.84 3.39 1.34
H: 1.42 3.72 -0.35
H: -0.53 2.87 0.84
H: 0.38 1.44 1.38
H: -1.50 0.43 -1.70
H: -1.10 -0.25 0.94
H: -2.48 -0.75 -0.03
H: -2.36 1.70 1.79
H: -3.21 0.20 2.13
H: -6.12 1.26 0.47
H: -5.47 0.69 2.01
H: -6.16 -0.51 -1.57
H: -5.82 -3.07 -1.90
H: -4.81 -4.19 0.24
H: -4.60 2.48 -1.02
H: -4.06 0.82 -1.38
H: -2.35 2.59 -1.98
H: -2.24 3.00 -0.27
H: 0.58 -0.01 -1.92
H: 1.05 -0.21 -0.22
H: 2.06 1.94 -2.13
H: 2.97 0.51 -1.63

The energy above the lowest of the compared OMol25 structures with the same formula, charge and spin is 0.269 eV. The calculation puts the lowest unoccupied orbital energy at 0.72 eV. As for the SMILES: O=C(NC[C@H]1CCCO1)C1CCN(C2CCN(Cc3cccs3)CC2)CC1. The frontier orbital gap comes out at 8.7897 eV. As for the maximum force: 0.64 eV Å⁻¹. The total energy comes out at -1532.938546 a.u. The molecular weight is 391.581 g/mol.


Density functional theory data (ωB97M-V/def2-TZVPD) for the molecule C21H33N3O4S.

Positions of all 62 atoms, in Å:
C: -1.68 -3.30 5.01
N: -0.74 -3.77 4.02
C: -0.66 -5.21 3.89
S: -0.82 -2.99 2.55
O: 0.25 -3.50 1.75
O: -0.87 -1.59 2.82
N: -2.30 -3.52 1.93
C: -3.32 -2.49 1.90
C: -3.04 -1.41 0.84
C: -2.05 -1.96 -0.19
O: -2.05 -1.18 -1.38
C: -1.38 0.00 -1.40
C: -0.62 0.53 -0.35
C: 0.03 1.74 -0.52
C: -0.04 2.44 -1.72
C: 0.61 3.78 -1.85
O: 0.12 4.76 -1.32
N: 1.75 3.83 -2.58
C: 2.37 2.65 -3.14
C: 3.16 1.79 -2.14
C: 4.59 2.26 -1.87
C: 4.75 3.27 -0.72
C: 3.85 4.50 -0.77
C: 3.80 5.18 -2.14
C: 2.40 5.11 -2.77
C: -0.81 1.92 -2.75
C: -1.47 0.71 -2.60
C: -2.46 -3.39 -0.55
C: -2.23 -4.27 0.69
H: -1.34 -3.60 6.00
H: -2.68 -3.69 4.83
H: -1.69 -2.22 4.95
H: -1.63 -5.65 3.63
H: 0.06 -5.43 3.11
H: -0.31 -5.63 4.84
H: -4.27 -2.99 1.71
H: -3.36 -2.04 2.90
H: -3.96 -1.13 0.33
H: -2.62 -0.52 1.32
H: -1.04 -1.99 0.23
H: -0.53 0.02 0.59
H: 0.59 2.15 0.31
H: 3.03 2.97 -3.95
H: 1.59 2.02 -3.58
H: 2.60 1.72 -1.21
H: 3.21 0.78 -2.56
H: 5.01 2.66 -2.79
H: 5.19 1.39 -1.61
H: 5.80 3.59 -0.72
H: 4.57 2.75 0.22
H: 2.84 4.22 -0.48
H: 4.21 5.20 -0.02
H: 4.53 4.73 -2.81
H: 4.06 6.24 -2.06
H: 1.74 5.84 -2.29
H: 2.45 5.33 -3.84
H: -0.91 2.46 -3.68
H: -2.07 0.30 -3.39
H: -1.86 -3.74 -1.39
H: -3.50 -3.39 -0.85
H: -2.98 -5.07 0.73
H: -1.24 -4.72 0.66

The energy above the lowest of the compared OMol25 structures with the same formula, charge and spin is 2.196 eV. The calculation puts the lowest unoccupied orbital energy at 0.70 eV. As for the SMILES: CN(C)S(=O)(=O)N1CCC(Oc2ccc(C(=O)N3CCCCCCC3)cc2)CC1. The frontier orbital gap comes out at 9.0264 eV. As for the maximum force: 1.16 eV Å⁻¹. The total energy comes out at -1683.409946 a.u. The molecular weight is 423.579 g/mol.


Density functional theory data (ωB97M-V/def2-TZVPD) for a structure of composition C21H34AsClO2ReS3Si.

Positions of all 64 atoms, in Å:
Re: 0.28 -0.29 0.13
C: -0.78 -2.39 2.40
C: -0.10 -3.33 1.43
S: 0.10 -2.56 -0.23
C: 1.79 -3.07 -0.63
C: 2.82 -2.51 0.32
S: 2.60 -0.71 0.51
C: 2.77 -0.51 2.30
C: 1.68 -1.18 3.12
S: 0.01 -0.77 2.49
H: -0.84 -2.84 3.40
H: -1.80 -2.16 2.08
H: -0.72 -4.22 1.29
H: 0.87 -3.66 1.77
H: 1.94 -2.68 -1.64
H: 1.85 -4.16 -0.68
H: 3.82 -2.70 -0.07
H: 2.77 -2.96 1.31
H: 2.75 0.57 2.44
H: 3.76 -0.87 2.61
H: 1.72 -0.81 4.15
H: 1.79 -2.26 3.16
Cl: -5.77 4.13 -0.85
C: -4.53 2.98 -0.55
C: -4.90 1.58 -0.57
C: -4.01 0.59 -0.37
C: -2.63 0.90 -0.13
O: -1.76 0.00 -0.07
C: -2.27 2.32 -0.01
C: -1.07 2.74 0.44
O: -0.08 1.88 0.86
C: -3.27 3.35 -0.29
H: -5.94 1.33 -0.77
H: -4.29 -0.46 -0.42
H: -0.81 3.78 0.56
H: -2.99 4.39 -0.26
C: 4.48 2.59 3.45
Si: 3.25 3.89 2.98
C: 2.40 4.63 4.44
C: 3.95 5.15 1.83
C: 1.88 2.99 2.03
C: 0.95 2.45 1.48
H: 5.32 3.04 3.98
H: 4.88 2.07 2.58
H: 4.03 1.85 4.13
H: 3.09 5.23 5.03
H: 1.99 3.85 5.10
H: 1.57 5.27 4.13
H: 4.72 5.74 2.33
H: 3.17 5.84 1.49
H: 4.40 4.69 0.95
C: -0.83 -0.17 -3.48
As: 0.60 0.33 -2.28
C: 2.16 -0.36 -3.20
C: 0.78 2.23 -2.63
H: -0.60 0.13 -4.49
H: -1.76 0.30 -3.16
H: -0.96 -1.26 -3.44
H: 2.24 0.10 -4.18
H: 2.05 -1.44 -3.34
H: 3.06 -0.15 -2.63
H: 0.95 2.40 -3.69
H: 1.62 2.63 -2.07
H: -0.13 2.75 -2.33

The energy above the lowest of the compared OMol25 structures with the same formula, charge and spin is 1.638 eV. The spin multiplicity is 2. The calculation puts the lowest unoccupied orbital energy (alpha / beta) at -7.02 / -7.16 eV. As for the expectation value of S²: 0.755. The frontier orbital gap (alpha / beta) comes out at 6.5668 / 6.1501 eV. As for the maximum force: 0.92 eV Å⁻¹. The total energy comes out at -5228.805651 a.u. The molecular weight is 739.370 g/mol. As for the total charge: +2.


- Among the records above, which one has the highest maximum force?
  C21H33IIrN2


- molecular weight of number 3 (C21H33N3O4S)?
  423.579 g/mol


- Which of these has the highest energy above the lowest of the compared OMol25 structures with the same formula, charge and spin?
  C21H33N3O4S